(1)
The following is a DFT calculation (ωB97M-V/def2-TZVPD) of a structure of composition C3H3O2S.

Summary:
Electronic energy, eV: -18088.5390
Total charge: -1
Energy above the lowest of the compared OMol25 structures with the same formula, charge and spin, kJ/mol: 246.4
M, g mol⁻¹: 103.1

Atoms and positions in Å:
C -2.2514 -0.4055 0.6746
C 1.1848 0.7162 -0.1609
C 1.3027 -0.2602 -1.2785
O -2.1919 -1.1474 1.5817
O -2.8009 0.3673 -0.0172
S 0.0127 -0.6992 -0.0091
H 1.9470 0.7181 0.6362
H 0.7732 1.6761 -0.5126
H 2.0239 -0.9654 -0.9142

---

(2)
The following is a DFT calculation (ωB97M-V/def2-TZVPD) of a structure of composition C3H3O2Sn.

Summary:
Electronic energy, eV: -13071.7060
Total charge: +1
Energy above the lowest of the compared OMol25 structures with the same formula, charge and spin, kJ/mol: 368.8
M, g mol⁻¹: 189.8

Atoms and positions in Å:
O 0.1816 -0.5491 1.0068
C -0.7955 0.8039 -0.9209
C 1.3190 0.3303 0.7535
C 0.1440 0.5665 -0.0203
H -1.6674 -0.0602 -2.0420
H 2.1757 -0.1780 0.3013
H 1.5535 0.9613 1.6151
O -1.7139 -0.2680 -0.9839
Sn -1.1971 -1.6067 0.2905

---

(3)
The following is a DFT calculation (ωB97M-V/def2-TZVPD) of a structure of composition C3H3O2Tb.

Summary:
Electronic energy, eV: -29629.6201
2S+1: 7
Total charge: +4
Expectation value of S²: 13.0309
M, g mol⁻¹: 230.0

Atoms and positions in Å:
O -2.0055 -0.6311 -0.4791
C -0.9860 -1.0848 -0.8345
H -0.5155 -1.3038 -1.9142
C 0.4514 -0.6469 -0.4839
H 0.9387 -1.4099 0.1543
H 1.1901 -0.5680 -1.3027
C 0.4690 0.6165 0.4729
Tb 0.1204 3.5944 3.1518
O 0.3374 1.4337 1.2354

---

(4)
The following is a DFT calculation (ωB97M-V/def2-TZVPD) of the ion C3H3O3P with charge -2.

Summary:
Electronic energy, eV: -18589.0294
Total charge: -2
SMILES: O=P([O-])([O-])C1=CC1
Energy above the lowest of the compared OMol25 structures with the same formula, charge and spin, kJ/mol: 4.4
M, g mol⁻¹: 118.0

Atoms and positions in Å:
O 0.9594 2.0673 0.5631
P 1.5288 0.7334 0.1395
O 1.9135 -0.0572 1.3684
O 2.4357 0.6841 -1.0456
C -0.0914 -0.1752 -0.3928
C -1.1331 -0.4982 -1.0551
C -1.3287 -0.7210 0.4611
H -1.5241 -0.3347 -2.0587
H -1.7436 0.0513 1.1895
H -1.0165 -1.7498 0.8307

---

Q: Which of these has the lowest M?
A: C3H3O2S

---

Q: Which of these has the lowest electronic energy?
A: C3H3O2Tb

---

Q: Which of these has the lowest total charge?
A: C3H3O3P

---

Q: Which of these has the highest electronic energy?
A: C3H3O2Sn